[1]
C4H23NO9 | the ωB97M-V functional and the def2-TZVPD basis

CARTESIAN COORDINATES (ANGSTROEM)
O (-0.226, 0.686, -3.789)
O (0.062, 3.783, 1.911)
O (0.983, -3.147, 0.069)
O (0.342, -1.590, 2.107)
O (2.250, -0.090, 1.717)
O (3.033, -2.148, -1.796)
O (-2.971, 1.131, -0.551)
O (1.850, 2.237, 0.658)
O (0.014, 1.424, 2.990)
N (-0.971, 1.253, -1.553)
C (-2.029, 0.498, -1.033)
C (-2.822, -1.547, -0.071)
C (0.167, 0.825, -2.451)
C (-2.039, -0.975, -1.168)
H (1.967, 2.417, -0.223)
H (0.987, 1.576, -2.321)
H (-3.449, -2.485, -0.570)
H (1.266, 2.922, 1.037)
H (-2.484, -1.007, -2.274)
H (0.671, 0.917, 3.529)
H (-1.012, -1.441, -1.211)
H (-0.811, 3.689, 1.596)
H (-0.994, 2.221, -1.518)
H (-3.621, -0.928, 0.331)
H (-2.278, -2.096, 0.757)
H (0.124, -3.648, 0.039)
H (-0.997, 0.199, -3.842)
H (0.194, -0.641, 2.070)
H (2.295, -2.502, -2.168)
H (0.753, -2.354, 0.645)
H (2.014, 0.746, 1.471)
H (-0.064, 0.833, 2.156)
H (3.102, -0.219, 1.380)
H (0.161, 3.215, 2.648)
H (1.070, -1.763, 2.521)
H (2.809, -1.844, -0.904)
H (0.656, -0.148, -2.189)

Atoms 1-3, force components in eV/Å:
O 2.6 2.4 -0.2
O 1.6 1.9 -1.0
O -1.7 0.3 0.3

The calculation puts the total energy at -898.0386 Ha. The highest occupied orbital energy comes out at -10.24 eV. As for the total charge: 0. For the gap between HOMO and LUMO, the calculation gives 10.298 eV. The multiplicity is 1.

=====

[2]
C2H4ClN3O2 | the ωB97M-V functional and the def2-TZVPD basis

CARTESIAN COORDINATES (ANGSTROEM)
Cl (-1.050, -2.340, -0.154)
O (2.319, 0.951, -0.904)
O (3.262, -0.682, 0.354)
N (-1.589, 0.430, -0.772)
N (-0.483, 0.955, -0.044)
N (2.373, 0.087, 0.230)
C (-0.581, 0.128, 0.924)
C (-1.704, -0.653, 0.218)
H (1.683, 1.577, -0.705)
H (-0.187, 0.270, 1.977)
H (-1.358, 0.081, -1.672)
H (-2.686, -0.805, 0.548)

Atoms 1-3, force components in eV/Å:
Cl -0.5 1.0 -0.3
O 4.3 -3.5 -0.8
O -0.9 1.8 -2.0

The calculation puts the total energy at -853.3537 Ha. The highest occupied orbital energy comes out at -10.00 eV. As for the total charge: 0. For the gap between HOMO and LUMO, the calculation gives 10.241 eV. The multiplicity is 1.

=====

[3]
C23H20N2O4S | the ωB97M-V functional and the def2-TZVPD basis

CARTESIAN COORDINATES (ANGSTROEM)
S (-4.122, -1.507, -0.251)
O (-1.325, -2.672, -2.501)
O (5.131, 2.129, 0.787)
O (6.639, 3.335, 1.876)
O (0.474, 3.624, 0.156)
N (2.665, 3.112, 0.573)
N (-1.523, -0.628, -1.496)
C (-3.511, -1.896, -1.919)
C (-3.142, -4.990, -0.651)
C (-5.628, -5.835, 0.231)
C (-3.863, -4.200, 0.236)
C (4.954, 5.372, 2.367)
C (2.310, 5.315, 1.542)
C (1.302, 1.555, -0.639)
C (-3.660, -6.198, -1.087)
C (0.873, -0.870, -1.947)
C (4.129, 6.439, 2.644)
C (5.404, 3.149, 1.397)
C (2.377, 0.857, -1.187)
C (-1.995, -1.790, -2.013)
C (0.018, 1.039, -0.766)
C (-5.113, -4.629, 0.668)
C (2.148, -0.345, -1.834)
C (-0.206, -0.172, -1.412)
C (1.422, 2.870, 0.059)
C (-4.901, -6.623, -0.647)
C (-3.331, -2.879, 0.680)
C (3.130, 4.221, 1.253)
C (2.805, 6.405, 2.226)
C (4.480, 4.254, 1.674)
H (0.708, -1.808, -2.451)
H (4.510, 7.295, 3.180)
H (-6.598, -6.161, 0.575)
H (3.384, 1.241, -1.139)
H (5.985, 5.384, 2.682)
H (-3.575, -2.670, 1.721)
H (3.373, 2.388, 0.457)
H (-3.980, -1.171, -2.586)
H (2.151, 7.238, 2.437)
H (-2.214, -0.019, -1.070)
H (7.191, 2.568, 1.655)
H (2.979, -0.885, -2.262)
H (-2.254, -2.797, 0.528)
H (-0.805, 1.602, -0.350)
H (-5.304, -7.564, -0.989)
H (1.283, 5.290, 1.220)
H (-5.682, -4.008, 1.346)
H (-3.091, -6.805, -1.776)
H (-3.828, -2.902, -2.193)
H (-2.175, -4.661, -1.005)

Atoms 1-3, force components in eV/Å:
S -0.1 0.0 0.0
O 0.3 -0.2 -0.1
O 0.0 0.1 0.0

The calculation puts the total energy at -1697.2117 Ha. The highest occupied orbital energy comes out at -8.57 eV. As for the total charge: 0. For the gap between HOMO and LUMO, the calculation gives 8.608 eV. The multiplicity is 1.

=====

[4]
C5H8AgO2 | the ωB97M-V functional and the def2-TZVPD basis

CARTESIAN COORDINATES (ANGSTROEM)
Ag (2.403, -1.084, -0.835)
O (-0.505, -0.295, 0.547)
O (-0.234, 0.082, -1.579)
C (0.228, 1.899, -3.074)
C (-0.232, -2.958, 4.730)
C (-0.374, -2.267, 3.703)
C (-0.496, 1.493, -1.817)
C (0.285, -0.310, -0.451)
H (-0.146, 2.054, -0.941)
H (-0.028, -3.605, 5.575)
H (0.230, 1.083, -3.809)
H (-0.321, -1.721, 4.894)
H (1.263, 2.191, -2.858)
H (-0.202, -0.944, 1.335)
H (-0.290, 2.761, -3.515)
H (-1.582, 1.620, -1.903)

Atoms 1-3, force components in eV/Å:
Ag -0.1 0.1 0.0
O 1.4 -2.0 2.0
O 1.8 -1.0 1.5

The calculation puts the total energy at -492.1548 Ha. The highest occupied orbital energy (spin up / spin down) comes out at -10.66 / -14.53 eV. As for the total charge: +1. As for the expectation value of S²: 2.01. For the gap between HOMO and LUMO (spin up / spin down), the calculation gives 5.419 / 6.392 eV. The multiplicity is 3.

=====

[5]
CH6NO | the ωB97M-V functional and the def2-TZVPD basis

CARTESIAN COORDINATES (ANGSTROEM)
O (-0.104, 2.730, -0.216)
N (-0.173, -0.112, 0.510)
C (-0.156, -1.245, -0.471)
H (0.702, 2.634, 0.336)
H (-1.243, -1.493, -0.563)
H (0.199, -0.933, -1.546)
H (0.051, 0.899, 0.432)
H (0.081, -0.449, 1.477)
H (0.643, -2.031, 0.041)

Atoms 1-3, force components in eV/Å:
O 0.8 -0.4 0.7
N 0.5 -1.4 2.1
C 1.7 1.3 0.7

The calculation puts the total energy at -171.6238 Ha. The highest occupied orbital energy comes out at -2.36 eV. As for the total charge: -1. For the gap between HOMO and LUMO, the calculation gives 6.742 eV. The multiplicity is 1.

=====

[6]
C5H6N2 | the ωB97M-V functional and the def2-TZVPD basis

CARTESIAN COORDINATES (ANGSTROEM)
N (0.003, -1.287, -1.514)
N (-1.091, -0.776, -1.484)
C (-0.115, 0.074, 1.233)
C (-1.182, 0.609, 0.484)
C (-1.535, 0.397, -0.852)
C (1.105, -0.601, -0.872)
C (0.864, -0.641, 0.602)
H (-2.405, 0.708, -1.303)
H (-0.359, 0.230, 2.319)
H (1.929, -1.038, -1.377)
H (1.045, 0.443, -1.202)
H (1.634, -1.172, 1.150)
H (-1.827, 1.332, 0.941)

Atoms 1-3, force components in eV/Å:
N -0.3 -1.5 0.1
N -2.0 0.6 -0.9
C -0.5 -0.8 -0.1

The calculation puts the total energy at -303.5206 Ha. The highest occupied orbital energy comes out at -8.55 eV. As for the total charge: 0. For the gap between HOMO and LUMO, the calculation gives 8.672 eV. The multiplicity is 1.

=====

[7]
C4H8NO2 | the ωB97M-V functional and the def2-TZVPD basis

CARTESIAN COORDINATES (ANGSTROEM)
O (0.091, 0.147, -2.869)
O (-1.425, 1.693, 2.875)
N (0.894, -0.571, -0.643)
C (-0.783, 0.808, 2.337)
C (0.585, -0.924, -2.277)
C (-0.043, 0.887, 0.985)
C (-0.328, -0.355, 0.168)
H (-1.306, -0.070, -0.292)
H (-0.496, -0.148, 2.932)
H (1.248, 0.379, -0.844)
H (-0.347, 1.825, 0.457)
H (1.563, -1.400, -2.628)
H (-0.118, -1.821, -2.148)
H (-0.529, -1.306, 0.726)
H (0.993, 0.855, 1.222)

Atoms 1-3, force components in eV/Å:
O 0.4 -0.8 0.7
O 0.6 -1.3 -1.1
N -1.3 0.7 -3.2

The calculation puts the total energy at -362.3040 Ha. The highest occupied orbital energy (spin up / spin down) comes out at -10.03 / -9.99 eV. As for the total charge: 0. As for the expectation value of S²: 0.76. For the gap between HOMO and LUMO (spin up / spin down), the calculation gives 10.916 / 7.579 eV. The multiplicity is 2.

=====

[8]
C28H25N3O4S | the ωB97M-V functional and the def2-TZVPD basis

CARTESIAN COORDINATES (ANGSTROEM)
S (-0.226, 3.751, 1.444)
O (-5.120, 0.708, -0.167)
O (-1.231, -2.518, -0.725)
O (0.797, 2.666, -1.820)
O (-3.139, -1.526, -1.381)
N (-0.375, 1.091, 1.354)
N (2.306, 2.929, -0.122)
N (-3.174, 4.301, -0.786)
C (-2.667, 3.348, -0.392)
C (-0.982, 2.231, 0.902)
C (6.009, -1.355, -0.732)
C (-0.679, -0.143, 0.821)
C (0.385, 4.352, -0.175)
C (-3.490, -2.686, -2.129)
C (-1.965, -1.556, -0.725)
C (-4.126, 0.408, 1.797)
C (5.040, -0.223, -0.583)
C (-3.935, 0.652, 0.467)
C (2.415, -2.153, 1.500)
C (4.078, 0.014, -1.559)
C (1.898, -3.221, 2.212)
C (5.079, 0.619, 0.521)
C (-1.713, -0.284, -0.039)
C (-2.050, 2.184, 0.084)
C (1.573, -1.156, 1.040)
C (0.537, -3.292, 2.461)
C (-0.309, -2.303, 1.998)
C (-2.843, -2.676, -3.507)
C (3.173, 1.051, -1.444)
C (-6.075, 0.498, 0.751)
C (0.206, -1.231, 1.276)
C (3.215, 1.881, -0.328)
C (-5.525, 0.306, 1.980)
C (-2.672, 0.856, -0.316)
C (4.180, 1.660, 0.651)
C (1.184, 3.231, -0.824)
H (4.221, 2.303, 1.520)
H (-1.761, -2.713, -3.407)
H (-3.176, -3.541, -4.074)
H (-2.941, 0.879, -1.377)
H (-3.176, -3.576, -1.572)
H (-4.579, -2.655, -2.204)
H (2.479, 3.475, 0.712)
H (-3.117, -1.771, -4.045)
H (0.133, -4.125, 3.017)
H (-6.043, 0.118, 2.898)
H (-1.371, -2.355, 2.187)
H (5.819, 0.460, 1.292)
H (6.561, -1.522, 0.190)
H (4.032, -0.630, -2.424)
H (0.995, 5.227, 0.046)
H (3.474, -2.089, 1.298)
H (-3.366, 0.314, 2.548)
H (-7.092, 0.510, 0.414)
H (0.426, 1.173, 1.963)
H (6.725, -1.135, -1.524)
H (5.488, -2.272, -1.003)
H (2.554, -4.000, 2.571)
H (2.428, 1.214, -2.205)
H (-0.465, 4.629, -0.797)
H (1.975, -0.334, 0.467)

Atoms 1-3, force components in eV/Å:
S -0.3 0.1 0.0
O 0.1 0.1 -0.5
O -0.2 0.0 -0.2

The calculation puts the total energy at -1945.4167 Ha. The highest occupied orbital energy comes out at -8.36 eV. As for the total charge: 0. For the gap between HOMO and LUMO, the calculation gives 8.318 eV. The multiplicity is 1.

=====

Question: Among the records above, which one has the lowest total charge?
Answer: CH6NO

=====

Question: Which of these has the highest total charge?
Answer: C5H8AgO2